[1]
{
  "formula": "C5H28N2O8",
  "method": "wB97M-V/def2-TZVPD",
  "symbols": ["C", "N", "C", "C", "N", "C", "C", "O", "H", "H", "H", "H", "H", "H", "H", "H", "H", "H", "H", "H", "H", "H", "O", "H", "H", "O", "H", "H", "O", "H", "H", "O", "H", "H", "O", "H", "H", "O", "H", "H", "O", "H", "H"],
  "coordinates": [[-1.30820, -1.67041, 0.17833], [-0.66102, -0.39440, 0.43268], [0.44244, 0.09477, -0.45603], [-0.21665, 0.00737, -1.88078], [0.82506, -0.01804, -3.09220], [1.71796, -0.73254, -0.29908], [3.12910, -0.28347, -0.58978], [1.49383, -1.98515, -1.02884], [-2.34299, -1.42017, -0.28142], [-0.84017, -2.45815, -0.55487], [-1.36380, -2.46064, 0.96934], [-0.43696, -0.32211, 1.36140], [0.64725, 1.20031, -0.15795], [-0.83025, 0.89992, -1.89542], [-0.68942, -0.90679, -2.14493], [1.20943, 0.93215, -3.06079], [0.31011, -0.09409, -3.97016], [1.68227, -1.08104, 0.72045], [3.32326, 0.62772, 0.00300], [3.26138, -0.22434, -1.68588], [3.86439, -1.02432, -0.32379], [1.42923, -1.86480, -1.88618], [-3.63759, 0.51498, -2.04650], [-2.76355, -0.04679, -2.05206], [-3.94834, 0.12633, -1.19198], [1.92803, -3.19197, 1.32659], [1.12188, -3.45846, 0.77929], [2.72121, -3.07249, 0.80571], [0.08881, 0.45533, 3.44245], [0.69045, 1.10959, 3.69015], [0.46186, -0.30135, 3.97830], [-1.94281, 2.90319, -1.04223], [-1.92165, 2.81711, -1.99923], [-2.63558, 2.15917, -0.91278], [2.86312, -0.78201, 3.20654], [3.10993, -1.44368, 2.45908], [2.06101, -0.58166, 2.69008], [0.07152, 3.56314, 0.60355], [0.42987, 2.67913, 0.43358], [-0.83725, 3.37271, 0.33652], [-3.94179, 1.10371, 0.45396], [-3.04227, 0.65017, 0.51758], [-3.79249, 1.92962, 0.94951]],
  "forces_ev_per_angstrom": [[-1.087, -2.227, -2.369], [0.157, -0.149, -2.437], [-0.757, 0.404, -0.453], [2.925, 1.153, -1.574], [-0.880, 1.242, 2.231], [-0.339, -2.175, -0.742], [-0.521, 1.077, -0.700], [0.622, -1.076, 7.253], [1.275, -1.084, 0.998], [-0.289, 2.185, 0.563], [-0.410, 1.616, 0.440], [0.831, 0.493, 2.729], [-0.376, -2.032, -0.741], [-0.481, -0.175, -0.466], [-1.001, -0.657, 0.881], [0.200, -0.444, -0.487], [-0.043, 0.105, 0.351], [0.027, 0.038, 0.373], [0.267, -0.094, -0.713], [-0.036, 0.795, 0.493], [0.013, -0.501, 0.593], [-0.309, 1.561, -6.759], [2.737, -2.765, 0.872], [-2.144, 1.683, -0.703], [-0.575, 1.009, -0.962], [-1.781, -0.746, 0.636], [2.379, 0.747, 0.539], [-0.417, -0.357, -0.904], [-0.491, -3.143, 0.387], [1.408, 2.234, 0.410], [-0.897, 0.840, -0.808], [-2.134, -2.265, -0.120], [0.392, 0.623, -0.329], [1.125, 1.557, 0.147], [-0.123, -1.774, -3.141], [0.374, 0.971, 2.348], [-0.303, 0.804, 0.894], [0.189, -0.683, 0.233], [0.324, 0.601, 0.285], [-0.162, 0.548, -0.233], [1.966, -0.270, 0.932], [-1.377, 0.759, 0.205], [-0.278, -0.430, -0.151]],
  "lumo_energy_ev": 0.22,
  "energy_ev": -24996.499,
  "smiles": "CN[C@H](CN)[C@H](C)O.O.O.O.O.O.O.O",
  "homo_lumo_gap_ha": 0.357,
  "largest_force_ev_per_a": 7.36
}



[2]
{
  "formula": "C2H5NO2",
  "method": "wB97M-V/def2-TZVPD",
  "symbols": ["N", "C", "C", "O", "O", "H", "H", "H", "H", "H"],
  "coordinates": [[1.81105, 0.48218, 0.50708], [0.40380, 0.44575, 0.82033], [-0.64617, -0.15563, -0.09137], [-1.81456, 0.08306, -0.03784], [-0.03218, -0.79743, -1.09618], [1.92269, 0.96581, -0.38422], [2.13326, -0.51930, 0.40976], [0.27727, -0.12057, 1.73506], [0.01406, 1.39292, 1.06350], [-0.79643, -1.11992, -1.67529]],
  "forces_ev_per_angstrom": [[0.021, -1.450, -0.647], [-0.393, -1.153, 1.049], [1.714, 1.421, -0.671], [-0.622, -0.539, 0.163], [-2.063, -1.344, -1.419], [0.310, -0.395, 0.178], [-0.233, 1.734, -0.155], [0.060, -0.145, 0.503], [-0.255, 1.436, 0.245], [1.461, 0.435, 0.755]],
  "lumo_energy_ev": 0.62,
  "energy_ev": -7740.207,
  "smiles": "NCC(=O)O",
  "homo_lumo_gap_ha": 0.378,
  "largest_force_ev_per_a": 2.84
}



[3]
{
  "formula": "C47H38BF2N3O22S2",
  "method": "wB97M-V/def2-TZVPD",
  "symbols": ["C", "C", "C", "C", "C", "C", "C", "B", "C", "C", "C", "S", "C", "S", "N", "C", "C", "N", "C", "N", "C", "O", "F", "C", "O", "F", "C", "H", "H", "H", "H", "H", "H", "H", "H", "H", "H", "H", "H", "H", "H", "H", "H", "H", "H", "O", "C", "C", "C", "O", "C", "O", "C", "C", "O", "H", "H", "H", "H", "O", "C", "C", "C", "O", "C", "O", "C", "C", "O", "H", "H", "H", "H", "O", "C", "C", "C", "O", "C", "O", "C", "C", "O", "H", "H", "H", "H", "O", "C", "C", "C", "O", "C", "O", "C", "C", "O", "H", "H", "H", "H", "O", "C", "C", "C", "O", "C", "O", "C", "C", "O", "H", "H", "H", "H"],
  "coordinates": [[-1.81826, 3.29444, 3.86381], [-2.04131, 2.13222, 2.79001], [-2.56602, 0.68677, 3.11497], [-2.70134, -0.35253, 1.93784], [-2.33061, -0.04417, 0.44866], [-1.79714, 1.38836, 0.13309], [-1.33062, 1.84522, -1.35678], [0.15744, 1.20433, -1.55976], [0.21752, -0.20269, -2.42377], [1.25142, -1.25009, -1.74204], [0.57372, -2.24299, -0.67206], [1.95384, -3.09072, 0.28244], [2.56177, -1.95600, 1.60891], [2.06549, -0.35976, 1.74313], [3.53143, -2.49856, 2.59507], [3.60893, -1.89253, 3.93469], [4.72052, -2.64204, 4.71572], [5.18126, -3.64231, 3.76026], [4.48493, -3.60080, 2.49366], [1.43596, 1.76881, -0.99906], [2.50036, 1.90121, -2.01034], [3.64574, 1.47858, -1.70224], [2.25696, 2.52273, -3.26782], [1.23201, 3.00209, -0.21729], [0.84331, 4.10556, -0.64441], [1.57379, 2.91715, 1.18305], [-1.67886, 2.42000, 1.29602], [-0.67553, 3.50206, 3.89756], [-2.29020, 4.30634, 3.55414], [-2.10964, 2.99676, 4.94122], [-2.81855, 0.44693, 4.20823], [-3.07013, -1.41253, 2.16673], [-2.40482, -0.81833, -0.40192], [-2.08663, 1.34225, -2.07284], [-1.38043, 2.98371, -1.50819], [-0.83077, -0.71879, -2.43912], [0.58786, 0.03382, -3.48181], [1.68705, -1.89659, -2.59642], [2.12717, -0.72647, -1.22529], [-0.16151, -1.72987, 0.05035], [0.03564, -3.07210, -1.25662], [2.98189, -1.01736, 4.33310], [5.08604, -2.43729, 5.77932], [4.62703, -4.26870, 1.57783], [-1.29388, 3.47319, 1.01644], [-1.70660, 0.84428, 6.78845], [-1.93881, 1.21964, 7.92583], [-3.27700, 1.14250, 8.52131], [-3.49458, 1.57914, 9.76383], [-4.73223, 1.51108, 10.33034], [-2.39558, 2.16030, 10.58614], [-2.63425, 2.56618, 11.71085], [-1.05236, 2.21538, 9.99941], [-0.83411, 1.77560, 8.75825], [0.40948, 1.81834, 8.20101], [-4.06606, 0.72073, 7.91315], [-4.62878, 1.88851, 11.22651], [-0.26007, 2.62307, 10.61315], [0.30478, 1.44661, 7.30269], [-2.76781, -0.38091, -3.60304], [-3.66368, -1.14353, -3.92979], [-4.14332, -2.21528, -3.05142], [-5.11407, -3.03952, -3.45189], [-5.57087, -4.03757, -2.64517], [-5.74037, -2.90513, -4.79794], [-6.61164, -3.68679, -5.13788], [-5.27702, -1.81803, -5.66699], [-4.30889, -0.99208, -5.26486], [-3.86971, 0.02445, -6.06099], [-3.67901, -2.30327, -2.07824], [-6.26726, -4.49062, -3.16120], [-5.75195, -1.72037, -6.63420], [-3.16936, 0.47330, -5.54706], [2.75606, 1.26263, -10.40768], [2.31672, 1.40527, -9.27932], [3.06714, 2.09550, -8.22498], [2.55967, 2.21755, -6.99594], [3.24983, 2.86060, -6.00930], [1.21976, 1.65669, -6.65073], [0.79138, 1.76848, -5.51377], [0.45995, 0.98774, -7.71218], [0.96721, 0.86966, -8.94103], [0.27093, 0.25273, -9.93706], [4.03729, 2.49479, -8.48875], [2.67974, 2.81745, -5.21596], [-0.51713, 0.60135, -7.45369], [0.85025, 0.29524, -10.72370], [-3.33035, 7.14450, -0.65637], [-4.15585, 6.38653, -1.13634], [-5.55213, 6.78033, -1.35442], [-6.43040, 5.91580, -1.86720], [-7.73021, 6.26928, -2.07750], [-6.03040, 4.52721, -2.23192], [-6.86329, 3.75784, -2.68109], [-4.62895, 4.14099, -2.03629], [-3.75016, 5.00644, -1.52688], [-2.44360, 4.66110, -1.34207], [-5.82980, 7.79014, -1.08341], [-8.15839, 5.47388, -2.45169], [-4.34762, 3.13575, -2.32156], [-2.01594, 5.45482, -0.96129], [10.10765, -5.52368, 3.25531], [9.29505, -6.29093, 2.76802], [7.89893, -5.90927, 2.52724], [7.03570, -6.78382, 2.00721], [5.73558, -6.44107, 1.77591], [7.45099, -8.17106, 1.65688], [6.62996, -8.94953, 1.20020], [8.85234, -8.54568, 1.87500], [9.71732, -7.67048, 2.39187], [11.02326, -8.00383, 2.59785], [7.60865, -4.89958, 2.78823], [5.31797, -7.24173, 1.40074], [9.14514, -9.55027, 1.59988], [11.43804, -7.20470, 2.97909]],
  "forces_ev_per_angstrom": [[0.945, -0.244, -0.222], [-0.442, -2.549, -2.820], [1.114, 1.481, -3.599], [1.102, 2.515, -0.722], [0.631, 3.032, 2.971], [-0.724, -0.173, 3.050], [-0.543, -0.555, 0.959], [-1.662, -1.199, -0.817], [0.565, -0.429, 1.145], [0.210, -0.305, -0.509], [0.168, 1.029, -0.495], [0.163, 0.411, 1.176], [-0.185, 0.946, 0.184], [0.376, -2.117, -0.323], [-0.029, 0.003, 1.045], [3.201, -2.237, 1.629], [-3.809, 0.798, -6.024], [-1.842, 0.767, -2.152], [0.367, 2.390, 5.084], [-0.940, 2.177, -1.215], [5.196, -1.626, 2.094], [-5.417, 2.340, -2.486], [-0.074, -1.401, 3.224], [-0.374, 3.976, 0.035], [1.661, -4.908, 1.850], [-0.790, -0.499, -3.694], [-0.859, -2.426, 0.584], [-1.833, -0.371, -0.059], [0.500, -1.901, 0.488], [0.194, 0.394, -1.930], [0.383, 0.159, -1.987], [0.578, 1.823, -0.251], [-0.003, 1.336, 1.676], [1.445, 0.792, 0.979], [0.103, -2.026, 0.572], [1.913, 1.252, -0.310], [-0.745, -0.397, 1.250], [-0.554, 0.866, 1.527], [-1.269, -0.651, -0.783], [1.281, -0.708, -1.042], [0.850, 0.954, 1.181], [0.968, -1.716, -1.322], [-0.485, -0.670, -2.045], [-0.181, 1.229, 1.770], [-0.731, -1.896, 0.562], [0.259, 0.184, 0.251], [-0.681, -0.291, -0.291], [0.271, -0.053, -0.325], [-1.431, -0.317, 0.054], [1.405, 0.330, -0.018], [0.669, 0.308, 0.430], [-0.277, -0.215, -0.346], [-0.244, 0.061, 0.271], [1.408, 0.271, -0.039], [-1.401, -0.290, -0.019], [0.019, 0.020, 0.025], [-0.069, -0.061, -0.135], [-0.032, -0.011, -0.031], [0.080, 0.073, 0.129], [-0.347, -0.007, -0.384], [0.129, -0.247, 0.701], [0.311, 0.377, -0.119], [-0.092, -0.868, 1.264], [0.062, 0.811, -1.246], [-0.359, 0.130, -0.794], [0.280, 0.062, 0.424], [-0.194, -0.279, 0.073], [0.032, 0.794, -1.159], [0.044, -0.770, 1.184], [-0.039, -0.016, -0.018], [0.098, 0.027, 0.123], [0.025, -0.004, 0.038], [-0.105, -0.022, -0.126], [-0.436, -0.135, 0.186], [0.801, 0.366, -0.092], [-0.077, -0.161, -0.374], [1.136, 0.787, 0.667], [-1.243, -0.788, -0.660], [-0.679, -0.298, 0.051], [0.288, 0.086, -0.265], [0.057, 0.132, 0.391], [-1.142, -0.716, -0.617], [1.130, 0.685, 0.558], [-0.031, -0.019, 0.019], [0.229, 0.027, -0.114], [0.036, 0.000, -0.027], [-0.117, -0.035, 0.096], [0.040, -0.456, -0.158], [-0.286, 0.743, 0.188], [0.350, 0.052, 0.109], [-1.110, 0.889, 0.016], [1.086, -0.913, -0.027], [0.261, -0.732, -0.184], [-0.007, 0.445, 0.124], [-0.308, -0.081, -0.108], [1.022, -0.884, -0.056], [-1.231, 1.330, 0.098], [0.007, -0.039, -0.003], [0.021, 0.155, 0.068], [-0.008, 0.022, 0.035], [0.030, -0.129, -0.062], [0.062, -0.457, -0.165], [-0.331, 0.718, 0.155], [0.328, 0.140, 0.085], [-0.924, 0.861, 0.056], [0.945, -0.912, -0.120], [0.242, -0.680, -0.156], [-0.030, 0.429, 0.110], [-0.337, -0.081, -0.111], [1.129, -0.860, -0.017], [-1.080, 0.865, 0.039], [-0.071, -0.039, 0.063], [0.052, 0.131, 0.088], [-0.012, 0.038, 0.020], [-0.037, -0.147, -0.050]],
  "lumo_energy_ev": -1.99,
  "energy_ev": -126641.338,
  "smiles": "Cc1cccc(CB(CCCSC(=S)n2ccnc2)N(C(=O)F)C(=O)F)c1.O=C1C=C(O)C(=O)C=C1O.O=C1C=C(O)C(=O)C=C1O.O=C1C=C(O)C(=O)C=C1O.O=C1C=C(O)C(=O)C=C1O.O=C1C=C(O)C(=O)C=C1O",
  "homo_lumo_gap_ha": 0.240,
  "largest_force_ev_per_a": 7.17
}



[4]
{
  "formula": "C21H23FN2O6S",
  "method": "wB97M-V/def2-TZVPD",
  "symbols": ["C", "O", "C", "C", "C", "C", "C", "C", "N", "C", "O", "C", "C", "C", "S", "O", "O", "N", "C", "C", "C", "C", "C", "O", "C", "C", "O", "C", "C", "C", "F", "H", "H", "H", "H", "H", "H", "H", "H", "H", "H", "H", "H", "H", "H", "H", "H", "H", "H", "H", "H", "H", "H", "H"],
  "coordinates": [[2.54681, -2.12358, 2.82122], [2.99609, -0.74170, 2.24445], [3.49424, -0.75546, 1.03346], [3.90320, -1.96328, 0.12788], [4.41252, -1.63630, -0.89824], [4.54266, -0.38721, -1.25456], [4.16974, 0.82755, -0.77906], [3.54410, 0.61037, 0.47832], [3.11577, 1.63176, 1.30892], [1.83208, 2.46368, 1.06288], [1.32283, 3.28133, 1.57219], [1.21301, 1.41193, -0.22633], [0.61876, 0.27313, 0.16355], [0.11120, -0.51369, -0.91563], [-0.53631, -1.98066, -0.56258], [0.23308, -2.57150, 0.30344], [-0.63251, -2.61639, -1.78249], [-2.07684, -1.85087, -0.09161], [-2.38694, -1.40408, 1.34952], [-2.64063, 0.21345, 0.93660], [-3.75277, 0.50396, 0.17006], [-3.51409, -0.22983, -1.08210], [-3.06890, -1.72308, -1.04146], [-5.01497, -0.32199, 0.69461], [-5.93400, 0.94340, 0.84024], [-5.16452, 2.05496, 1.14751], [-4.14311, 1.86044, 0.19658], [-0.07887, 0.17902, -2.10242], [0.47986, 1.46896, -2.56349], [1.10756, 2.24457, -1.34137], [1.70238, 3.25685, -1.56700], [2.14315, -1.97245, 3.68359], [2.00819, -2.56264, 1.93743], [3.45460, -2.81802, 3.00189], [3.76552, -2.75724, 0.56384], [4.82238, -2.33880, -1.59242], [4.96232, -0.01658, -2.33034], [4.32075, 1.91382, -1.11438], [3.67378, 1.80369, 2.21217], [0.82291, -0.04109, 0.98443], [-1.53922, -1.71884, 1.80616], [-3.23197, -2.13676, 1.61208], [-1.69252, 0.65718, 0.86008], [-2.92155, 0.16710, 2.18048], [-2.55773, 0.42402, -1.54641], [-4.30670, -0.16528, -1.88065], [-2.74171, -1.95553, -2.12167], [-4.03365, -2.25683, -0.93796], [-6.54381, 0.54595, 1.52188], [-6.75975, 0.80546, 0.15334], [-5.67782, 2.94160, 0.45578], [-4.79262, 2.18266, 2.07625], [-0.54340, -0.30230, -3.10460], [0.60147, 1.89344, -3.41617]],
  "forces_ev_per_angstrom": [[4.998, -0.684, -7.578], [-1.180, -3.195, 2.938], [0.701, 1.043, -4.198], [-5.751, 7.871, 11.769], [5.377, -0.599, -10.628], [2.930, 7.882, -8.451], [-1.417, -0.007, 3.702], [0.944, -2.300, 0.632], [-1.274, 4.244, 3.192], [6.965, -14.442, -7.274], [-4.394, 8.655, 5.451], [0.542, 7.553, 2.902], [-1.726, 1.783, -11.676], [0.232, 5.261, 1.354], [-8.090, 3.112, -7.527], [7.625, -5.473, 10.987], [-0.471, -2.143, -4.815], [1.811, -2.268, 2.742], [-3.079, 0.274, -7.200], [1.363, -4.373, 11.629], [-4.986, -2.465, -0.949], [2.015, 2.793, -5.211], [-2.302, 2.118, -2.943], [0.900, 4.886, -0.105], [-1.629, -6.799, -0.902], [-1.088, 4.095, -6.666], [2.813, -1.005, -1.653], [0.345, 1.241, -6.557], [0.297, -2.634, 12.386], [-5.719, -12.097, -3.829], [3.932, 7.146, -0.460], [-3.108, 1.233, 4.851], [-0.240, 0.256, 1.533], [-1.047, 1.365, -0.392], [-1.181, -8.693, 3.781], [0.073, -0.645, -0.351], [-0.331, -2.287, 1.963], [-0.098, -2.157, -0.025], [-1.293, -0.309, -1.897], [1.982, -4.063, 10.012], [2.577, 0.131, 2.256], [0.724, 2.030, 0.119], [0.819, 0.778, -0.610], [0.295, 2.274, -2.677], [-2.251, -1.719, 0.720], [0.466, 0.306, 1.042], [-0.138, 0.199, 2.001], [0.781, -0.475, 0.807], [-1.947, -0.946, 4.402], [0.844, 1.335, -2.080], [0.832, -1.225, 3.237], [0.757, 0.774, 3.169], [0.890, 0.301, 2.930], [-0.089, 2.066, -5.851]],
  "lumo_energy_ev": 0.23,
  "energy_ev": -50948.916,
  "smiles": "COc1ccccc1NC(=O)c1cc(S(=O)(=O)N2CCC3(CC2)OCCO3)ccc1F",
  "homo_lumo_gap_ha": 0.290,
  "largest_force_ev_per_a": 17.61
}